1.
Formula: C31H54GeN7NiO2P
Source: OMol25
Level of theory: ωB97M-V/def2-TZVPD

CARTESIAN COORDINATES (ANGSTROEM)
Ni 1.3204 -0.1519 -1.0184
C 5.4761 0.1436 -1.9566
C 5.5861 1.3439 -2.6385
C 4.4499 2.1046 -2.8497
C 3.2266 1.6429 -2.3776
N 3.1321 0.4896 -1.7027
C 4.2284 -0.2360 -1.4972
C 1.9481 2.3757 -2.5844
C 1.8531 3.6218 -3.1911
C 0.5963 4.1922 -3.3224
C -0.5168 3.5113 -2.8559
C -0.3290 2.2727 -2.2613
N 0.8745 1.7358 -2.1308
H 6.3356 -0.4825 -1.7649
H 6.5451 1.6878 -3.0031
H 4.5153 3.0412 -3.3827
H 4.0872 -1.1449 -0.9268
H 2.7255 4.1481 -3.5487
H 0.4919 5.1622 -3.7903
H -1.5104 3.9280 -2.9470
H -1.1400 1.6697 -1.8648
N -0.4570 -0.7373 -0.7010
P -1.5704 -0.6696 0.3365
N -2.0114 0.8543 0.9166
C -3.3485 1.2704 1.3398
C -3.2538 2.2424 2.5096
C -2.5286 3.5296 2.0984
C -1.4498 3.2316 1.0456
C -0.9392 1.8062 1.1869
N -1.3077 -1.5845 1.7291
C -2.2115 -1.4716 2.8695
C -1.9269 -2.5516 3.9034
C -0.4563 -2.5374 4.3038
C 0.4637 -2.6567 3.0696
C -0.3241 -2.6536 1.7604
N -3.0886 -1.2296 -0.1568
C -3.6748 -0.6238 -1.3511
C -3.8014 -1.6386 -2.4999
C -2.6428 -2.6281 -2.4150
C -2.8099 -3.4829 -1.1516
C -3.4244 -2.6337 -0.0243
H -3.9361 0.3970 1.6167
H -3.8885 1.7589 0.5153
H -2.7119 1.7495 3.3211
H -4.2527 2.4635 2.8907
H -2.0813 3.9985 2.9775
H -3.2466 4.2479 1.6949
H -0.6203 3.9384 1.1287
H -1.8662 3.3505 0.0414
H -0.5240 1.6741 2.1990
H -0.1235 1.5964 0.4938
H -3.2576 -1.5417 2.5445
H -2.0959 -0.4865 3.3404
H -2.1985 -3.5311 3.4983
H -2.5672 -2.3876 4.7727
H -0.2549 -3.3383 5.0177
H -0.2500 -1.6002 4.8278
H 1.0583 -3.5725 3.1166
H 1.1679 -1.8246 3.0470
H -0.7991 -3.6378 1.6139
H 0.3514 -2.4889 0.9200
H -3.0173 0.1876 -1.6726
H -4.6538 -0.1855 -1.1201
H -3.8143 -1.1099 -3.4546
H -4.7515 -2.1784 -2.4306
H -1.7155 -2.0504 -2.3349
H -2.5873 -3.2498 -3.3126
H -1.8432 -3.8695 -0.8150
H -3.4517 -4.3472 -1.3523
H -3.0920 -2.9948 0.9491
H -4.5164 -2.7235 -0.0374
N 0.1923 -4.4977 -2.8084
C 0.7263 -3.2623 -2.2294
C 0.9438 -2.2248 -3.3143
O 0.7479 -2.6593 -4.5558
O 1.2738 -1.0840 -3.0884
H -0.8200 -4.5059 -2.7474
H 0.5288 -5.3148 -2.3181
H 0.5229 -3.6141 -4.4590
H 1.7131 -3.4559 -1.8036
H 0.1083 -2.7760 -1.4637
C 2.3348 1.8402 3.4548
Ge 2.7819 1.6009 1.5516
C 4.7486 1.5209 1.4393
C 2.2930 3.2831 0.6348
C 1.9169 0.0071 0.8663
H 2.8415 2.7055 3.8846
H 2.6235 0.9542 4.0229
H 1.2588 1.9769 3.5744
H 5.1912 2.3536 1.9885
H 5.0956 1.5787 0.4064
H 5.1217 0.5909 1.8731
H 2.3730 4.1204 1.3309
H 1.2714 3.2542 0.2494
H 2.9649 3.4848 -0.2015
H 1.0501 -0.1752 1.5047
H 2.6026 -0.8365 1.0566

Computed properties:
Charge   0
Energy above the lowest of the compared OMol25 structures with the same formula, charge and spin   38.74 kJ/mol
HOMO-LUMO gap (alpha / beta)   6.49 / 6.79 eV
Lowest unoccupied orbital energy (alpha / beta)   -0.1 / -0.1 eV

=====

2.
Formula: C4H5Cl3
Source: OMol25
Level of theory: ωB97M-V/def2-TZVPD

CARTESIAN COORDINATES (ANGSTROEM)
Cl -0.2868 0.1194 -2.2296
Cl -0.1153 -0.2738 2.1255
Cl -2.0479 2.1317 1.3464
C 0.1008 -0.4349 -0.6060
C -0.1939 0.3429 0.5142
C 0.7394 -1.8005 -0.4696
C -0.5431 1.8094 0.4199
H 1.5744 -1.9032 -1.2069
H 1.1973 -1.9234 0.4954
H -0.0190 -2.5821 -0.6370
H -0.6679 2.1030 -0.6096
H 0.2620 2.4114 0.8574

Computed properties:
Charge   0
Energy above the lowest of the compared OMol25 structures with the same formula, charge and spin   0.00 kJ/mol
HOMO-LUMO gap   9.94 eV
SMILES   C/C(Cl)=C(\Cl)CCl
Lowest unoccupied orbital energy   0.7 eV

=====

3.
Formula: C5H7NO
Source: OMol25
Level of theory: ωB97M-V/def2-TZVPD

CARTESIAN COORDINATES (ANGSTROEM)
C -1.7127 0.3537 0.4332
C -0.4385 -0.3303 0.0422
C -0.2585 -1.6576 -0.1565
O 1.0356 -1.9515 -0.4374
C 1.7076 -0.7777 -0.4154
C 0.8717 0.2552 -0.1372
N 1.2734 1.6200 -0.0938
H -2.5808 -0.1270 -0.0285
H -1.7183 1.4077 0.1353
H -1.8537 0.3177 1.5197
H -0.9412 -2.4918 -0.1501
H 2.7690 -0.8210 -0.6214
H 0.9918 2.0644 0.7757
H 0.8545 2.1382 -0.8658

Computed properties:
Charge   0
Energy above the lowest of the compared OMol25 structures with the same formula, charge and spin   85.86 kJ/mol
HOMO-LUMO gap   9.45 eV
SMILES   Cc1cocc1N
Lowest unoccupied orbital energy   0.9 eV

=====

4.
Formula: C3H9ISi
Source: OMol25
Level of theory: ωB97M-V/def2-TZVPD

CARTESIAN COORDINATES (ANGSTROEM)
C 1.2885 1.2889 -0.0273
C -0.0647 0.6889 -0.1471
C -0.2292 -0.6522 0.3729
Si -2.3388 -1.5792 0.0016
I -3.9632 0.3157 -0.0091
H 2.1722 0.8046 -0.4167
H 1.1801 2.2501 -0.4207
H 1.3595 1.2831 0.9896
H -0.7472 1.4248 0.3374
H -0.3546 0.8266 -1.2097
H -0.3057 -0.7174 1.3976
H 0.5558 -1.3734 0.1735
H -2.5096 -2.2127 1.2736
H -2.5302 -2.2443 -1.3587

Computed properties:
Charge   0
Energy above the lowest of the compared OMol25 structures with the same formula, charge and spin   214.52 kJ/mol
HOMO-LUMO gap   9.53 eV
SMILES   CCC[SiH2]I
Lowest unoccupied orbital energy   0.4 eV

=====

5.
Formula: C19H51N7O5P2S
Source: OMol25
Level of theory: ωB97M-V/def2-TZVPD

CARTESIAN COORDINATES (ANGSTROEM)
C -0.2928 1.3955 -1.5857
C 0.3345 1.2407 -2.9846
C 0.4756 2.6828 -3.5194
C -0.6308 0.5092 -3.9404
C -0.0848 0.4398 -5.3930
C -1.0751 -0.8759 -3.4387
O -2.4939 -1.0206 -3.4494
O -2.9602 -0.5153 -2.2015
C -3.6780 0.6264 -2.3844
O -3.6084 1.5216 -1.5708
N -4.4686 0.6700 -3.5678
S -5.2621 2.2367 -3.6911
H -1.0437 2.1820 -1.6565
H 0.4496 1.7278 -0.8653
H -0.8110 0.5054 -1.2454
H 1.3138 0.7633 -2.9375
H 0.9903 3.3269 -2.8112
H 0.9999 2.6902 -4.4716
H -0.5336 3.0708 -3.6471
H -1.5142 1.1499 -3.9980
H -0.6970 1.0363 -6.0655
H -0.1586 -0.5743 -5.7757
H 0.9308 0.8178 -5.4431
H -0.6829 -1.1071 -2.4509
H -0.6802 -1.6421 -4.1011
H -3.8034 0.6591 -4.3370
H -5.0716 2.4774 -5.0009
O 2.9414 -2.0130 0.1611
P 2.6734 -3.4891 -0.0012
N 1.5357 -3.4450 -1.2873
C 0.5757 -4.4913 -1.5720
C 2.0677 -2.9145 -2.5372
N 1.8406 -3.7342 1.5090
C 0.4323 -3.3769 1.5984
C 2.5686 -3.1758 2.6431
N 3.0125 -5.2240 -0.1607
C 2.7276 -6.1866 0.8987
C 4.3931 -5.4487 -0.6463
H 1.0171 -5.3367 -2.1178
H -0.2312 -4.0814 -2.1849
H 0.1105 -4.8852 -0.6719
H 2.7020 -3.6459 -3.0600
H 2.6672 -2.0214 -2.3588
H 1.2565 -2.6225 -3.2060
H 0.2195 -2.3848 1.1794
H 0.1099 -3.3800 2.6409
H -0.1975 -4.1119 1.0950
H 2.4438 -2.0908 2.7257
H 3.6391 -3.3813 2.5543
H 2.2264 -3.6406 3.5711
H 3.2858 -5.9961 1.8188
H 2.9963 -7.1846 0.5387
H 1.6663 -6.2184 1.1255
H 5.1393 -5.2157 0.1200
H 4.5937 -4.8143 -1.5157
H 4.5299 -6.4823 -0.9654
O 0.4042 4.5311 1.8072
P -0.3388 3.7500 2.8641
N -0.1241 2.1551 2.2617
C -0.9859 1.0363 2.5791
C 1.2665 1.7085 2.2297
N -1.9414 4.3121 2.4767
C -2.6422 3.6810 1.3689
C -2.0116 5.7633 2.3587
N -0.8540 3.2349 4.4847
C -2.1759 3.5321 5.0262
C 0.1639 3.5896 5.4987
H -0.7653 0.5947 3.5615
H -0.8538 0.2576 1.8238
H -2.0392 1.3051 2.5654
H 1.6293 1.4343 3.2320
H 1.9147 2.4928 1.8386
H 1.3786 0.8433 1.5730
H -2.0085 3.5810 0.4793
H -3.5266 4.2559 1.0899
H -3.0145 2.6941 1.6453
H -1.6281 6.1228 1.3978
H -1.4294 6.2444 3.1500
H -3.0465 6.0968 2.4708
H -2.3727 4.6027 5.1259
H -2.2515 3.0786 6.0196
H -2.9576 3.0805 4.4229
H 0.1990 4.6683 5.6839
H 1.1562 3.2734 5.1612
H -0.0317 3.0786 6.4421

Computed properties:
Charge   0
Energy above the lowest of the compared OMol25 structures with the same formula, charge and spin   0.00 kJ/mol
HOMO-LUMO gap   8.15 eV
SMILES   CC(C)[C@@H](C)COOC(=O)NS.CN(C)P(=O)(N(C)C)N(C)C.CN(C)P(=O)(N(C)C)N(C)C
Lowest unoccupied orbital energy   0.2 eV

=====

6.
Formula: C13H22BrF2N2O6
Source: OMol25
Level of theory: ωB97M-V/def2-TZVPD

CARTESIAN COORDINATES (ANGSTROEM)
C -2.8043 -2.5267 -6.8179
C -1.6195 -3.2063 -6.1130
N -2.0106 -4.4818 -5.5363
C -2.6906 -4.3687 -4.2685
Br -3.2193 -6.2814 -3.8234
N -1.7180 -3.8653 -3.2263
C -2.3342 -3.5582 -2.0095
O -2.5416 -4.2675 -1.0718
F -2.6853 -2.2503 -1.9328
C -0.4050 -4.3305 -3.0564
O 0.5108 -3.6823 -2.6418
F -0.1891 -5.5708 -3.5055
H -2.7564 -1.4384 -6.7157
H -3.7326 -2.8584 -6.3527
H -2.8286 -2.7818 -7.8800
H -1.2042 -2.5105 -5.3731
H -0.8277 -3.4020 -6.8423
H -1.2671 -5.1737 -5.5525
O 0.1151 1.3268 3.8371
C 0.0628 0.6724 2.8263
O -1.1331 0.4522 2.2691
C -1.2931 -0.2024 0.9962
C -1.3037 -1.7074 1.1240
C 1.2987 0.0488 2.2209
H -0.5373 0.1480 0.2933
H -2.2534 0.1506 0.6267
H -0.3571 -2.0882 1.5091
H -1.4974 -2.1685 0.1599
H -2.0880 -2.0220 1.8127
H 1.4862 -0.8976 2.7270
H 2.1382 0.7144 2.4059
H 1.2340 -0.1320 1.1523
O 2.1610 4.7435 1.5217
C 2.2330 4.9475 2.7004
O 3.1528 5.8446 3.1339
C 3.2268 6.2746 4.4930
C 4.0458 5.3306 5.3489
C 1.3938 4.1968 3.7044
H 2.2281 6.4334 4.9012
H 3.7093 7.2501 4.4449
H 3.5914 4.3416 5.4023
H 4.1367 5.7211 6.3632
H 5.0450 5.2166 4.9288
H 1.8740 3.2451 3.9246
H 0.4289 3.9837 3.2556
H 1.2248 4.7301 4.6363

Computed properties:
Charge   -1
HOMO-LUMO gap   5.54 eV
Lowest unoccupied orbital energy   2.1 eV